The following is a DFT calculation (ωB97M-V with the def2-TZVPD basis set) of CH2ClNO3S2 as an isolated structure.

Output
* E_tot: -1576.21807 hartree
* relative energy (zero: lowest compared OMol25 entry of this formula, charge and spin): 0.00 kJ/mol

Structure (XYZ):
```
10
Properties=species:S:1:pos:R:3:forces:R:3:mulliken_charge:R:1
C -1.152 0.162 0.093 -1.84 -1.51 -0.11 -0.480
N 1.114 0.193 -0.178 3.37 2.43 0.95 -0.063
O -0.069 2.413 -0.626 -0.29 1.33 -0.97 -0.507
O 0.294 -1.768 1.185 -0.17 0.32 -0.56 -0.566
O 0.282 -1.876 -1.295 -0.42 0.61 0.74 -0.556
S 0.061 1.473 0.440 0.62 -1.02 1.21 0.530
S 0.178 -1.102 -0.089 -1.19 -2.33 0.12 0.971
Cl 2.823 0.212 0.451 -2.11 -0.27 -0.82 -0.004
H -1.924 -0.277 0.879 1.72 1.42 -1.53 0.361
H -1.608 0.570 -0.859 0.30 -0.98 0.98 0.314
```
Forces are in eV/Å.